[1]
Here is a cluster of 5 separate species, C26H50N6O18P3 in total in a non-equilibrium geometry from OMol25. Energies are from ωB97M-V/def2-TZVPD.

The geometry in XYZ format:
```
103
Properties=species:S:1:pos:R:3
C 5.481 -1.951 -0.556
C 3.927 -1.700 -0.377
C 3.260 -2.240 -1.650
O 1.808 -1.975 -1.758
C 1.495 -0.702 -1.614
C 0.873 -0.391 -0.392
O 0.595 -1.384 0.535
C 1.439 -1.353 1.547
N 1.997 -1.254 2.561
C 0.493 0.903 -0.114
C -0.182 1.217 1.221
O 0.154 2.102 1.949
O -1.197 0.400 1.636
O -1.853 -0.149 0.500
C -3.259 0.133 0.709
C -3.919 -0.156 -0.658
O -5.234 -0.601 -0.504
C -5.948 -0.490 -1.746
C -5.392 -1.439 -2.830
C 0.791 1.902 -1.095
P 0.169 3.636 -0.568
O 1.391 4.553 -0.051
O -0.556 4.296 -1.891
C 1.429 1.574 -2.279
P 1.786 2.962 -3.439
O 0.685 3.171 -4.380
O 3.146 2.702 -4.245
O 2.062 4.360 -2.675
N 1.744 0.236 -2.537
P 2.484 -0.249 -4.100
O 3.906 -0.008 -4.075
O 2.261 -1.813 -4.421
O 1.738 0.517 -5.295
H 5.697 -2.908 -0.068
H 6.017 -1.127 -0.072
H 5.708 -1.956 -1.630
H 3.813 -0.617 -0.215
H 3.616 -2.321 0.471
H 3.359 -3.335 -1.622
H 3.820 -1.909 -2.533
H -3.676 -0.476 1.522
H -3.316 1.202 0.967
H -3.840 0.770 -1.259
H -3.291 -0.936 -1.137
H -5.827 0.558 -2.083
H -7.015 -0.647 -1.553
H -5.160 -2.394 -2.336
H -4.452 -0.998 -3.208
H -6.062 -1.555 -3.679
H 1.216 4.782 0.894
H -1.005 3.614 -2.412
H 3.194 3.325 -4.987
H 2.753 4.171 -2.010
H 1.304 -1.988 -4.454
H 0.784 0.326 -5.300
C 3.748 -5.004 3.132
C 3.275 -5.510 1.792
O 3.937 -5.367 0.772
N 2.074 -6.141 1.744
C 1.153 -6.406 2.835
H 4.717 -4.528 3.010
H 3.046 -4.269 3.529
H 3.855 -5.833 3.833
H 1.822 -6.453 0.819
H 1.000 -7.483 2.916
H 0.195 -5.931 2.613
H 1.528 -6.027 3.780
C -0.822 6.611 4.299
C 0.179 6.303 3.218
O -0.007 5.398 2.405
N 1.300 7.057 3.165
C 1.686 8.157 4.033
H -1.661 5.927 4.211
H -0.368 6.481 5.282
H -1.193 7.631 4.191
H 1.926 6.798 2.419
H 1.817 9.054 3.428
H 2.636 7.912 4.510
H 0.941 8.347 4.797
C -7.256 -5.270 -4.267
C -7.816 -3.874 -4.379
O -7.600 -3.019 -3.531
N -8.580 -3.586 -5.463
C -8.945 -4.459 -6.565
H -6.672 -5.346 -3.354
H -8.064 -6.001 -4.224
H -6.604 -5.486 -5.116
H -8.921 -2.638 -5.472
H -8.583 -4.022 -7.497
H -10.032 -4.534 -6.611
H -8.523 -5.451 -6.449
C 4.146 2.954 6.652
C 4.847 2.388 5.441
O 6.019 2.623 5.202
N 4.123 1.592 4.607
C 2.730 1.199 4.717
H 4.847 3.563 7.215
H 3.308 3.582 6.345
H 3.790 2.148 7.296
H 4.655 1.251 3.822
H 2.677 0.112 4.769
H 2.200 1.537 3.825
H 2.258 1.624 5.597
```

Results
Electronic energy = -101428.7707 eV
2S+1 = 1
Charge = +1
HOMO-LUMO gap = 0.207 Ha
Molar mass = 827.6 g mol⁻¹

[2]
Here is a structure of composition C26H51BN2O7P4Pd from OMol25. Energies are from ωB97M-V/def2-TZVPD.

The geometry in XYZ format:
```
92
Properties=species:S:1:pos:R:3
Pd -0.390 -0.324 0.138
C 4.943 1.270 -0.395
C 4.073 0.030 -0.117
C 4.284 -0.346 1.355
C 4.596 -1.156 -0.941
P 2.245 0.418 -0.455
C 2.096 2.238 -0.146
N 0.698 2.568 0.029
B -0.418 1.656 0.047
N -1.586 2.480 -0.024
C -2.903 1.911 -0.122
P -2.611 0.085 0.119
C -3.340 -0.281 1.794
C -4.841 0.003 1.884
C -2.579 0.624 2.777
C -3.065 -1.737 2.186
C -3.526 -0.720 -1.290
C -4.944 -0.186 -1.511
C -2.680 -0.424 -2.537
C -3.568 -2.238 -1.081
C -1.211 3.815 -0.106
C -1.964 4.967 -0.214
C -1.290 6.186 -0.293
C 0.096 6.239 -0.267
C 0.861 5.078 -0.158
C 0.199 3.867 -0.072
C 2.047 0.420 -2.431
C 3.218 1.003 -3.229
C 0.820 1.259 -2.795
C 1.748 -1.022 -2.846
H 5.986 0.992 -0.226
H 4.718 2.090 0.287
H 4.864 1.639 -1.415
H 5.349 -0.555 1.491
H 3.712 -1.232 1.620
H 4.009 0.462 2.034
H 5.679 -1.210 -0.800
H 4.416 -1.069 -2.007
H 4.143 -2.083 -0.598
H 2.516 2.783 -0.997
H 2.681 2.508 0.737
H -3.351 2.100 -1.101
H -3.585 2.303 0.637
H -5.113 0.997 1.524
H -5.146 -0.061 2.932
H -5.422 -0.737 1.333
H -2.675 1.686 2.539
H -1.522 0.358 2.811
H -2.993 0.468 3.776
H -3.680 -2.438 1.624
H -3.308 -1.856 3.246
H -2.018 -2.006 2.050
H -4.960 0.883 -1.730
H -5.597 -0.370 -0.661
H -5.375 -0.698 -2.375
H -2.515 0.646 -2.686
H -3.203 -0.807 -3.417
H -1.708 -0.914 -2.471
H -4.321 -2.518 -0.344
H -2.601 -2.633 -0.766
H -3.844 -2.711 -2.028
H -3.046 4.926 -0.241
H -1.859 7.102 -0.378
H 0.595 7.197 -0.333
H 1.942 5.125 -0.136
H 3.378 2.058 -2.997
H 2.964 0.948 -4.293
H 4.159 0.476 -3.097
H 0.942 2.320 -2.569
H -0.079 0.896 -2.294
H 0.657 1.168 -3.873
H 2.551 -1.717 -2.612
H 1.557 -1.055 -3.923
H 0.857 -1.388 -2.329
C 1.995 -4.959 2.199
C 0.834 -3.986 2.030
O -0.406 -4.563 2.370
P 1.115 -2.521 3.216
O 1.665 -0.010 1.214
O 1.122 -3.397 4.603
O 0.061 -1.476 3.273
P 0.774 -3.326 0.308
O 0.556 -4.661 -0.576
O 2.108 -2.734 0.020
O -0.483 -2.508 0.183
H 2.067 -5.303 3.233
H 2.935 -4.489 1.915
H 1.818 -5.822 1.555
H -0.311 -4.981 3.235
H 1.341 0.762 1.704
H 0.664 -2.906 5.298
H 1.382 -4.873 -1.024
```

Results
Electronic energy = -86420.1874 eV
Energy above the lowest of the compared OMol25 structures with the same formula, charge and spin = 1.019 eV
2S+1 = 3
<S²> = 2.01
HOMO-LUMO gap (spin up / spin down) = 0.262 / 0.257 Ha
Molar mass = 744.8 g mol⁻¹

[3]
Here is an isolated molecule of C26H51BrO12P2S in a non-equilibrium geometry from OMol25. Energies are from ωB97M-V/def2-TZVPD.

The geometry in XYZ format:
```
93
Properties=species:S:1:pos:R:3
C 3.999 -0.991 2.516
C 5.490 -1.264 1.994
C 5.816 -0.241 0.779
C 5.324 -0.793 -0.649
C 4.600 0.353 -1.557
C 3.367 -0.366 -2.305
C 2.875 0.459 -3.596
C 2.069 1.804 -3.216
C 0.511 1.463 -2.863
C 0.051 2.425 -1.637
C -1.317 1.910 -0.892
C -2.238 1.513 -2.188
O -3.659 1.496 -1.947
C -4.320 0.351 -2.541
C -1.018 0.542 -0.106
C 0.349 0.411 0.706
P 0.675 1.373 2.243
O 1.293 0.390 3.283
O -0.594 2.137 3.032
O 1.969 2.476 1.917
C -2.294 -0.156 0.614
C -2.022 -1.726 0.960
C -1.467 -1.958 2.451
P -1.207 -3.805 2.707
O -1.270 -4.197 4.201
O -2.500 -4.668 1.942
C -2.034 -5.169 0.652
C -3.352 -5.656 -0.162
O 0.233 -4.423 2.038
C 1.104 -3.385 1.510
C 2.457 -4.096 0.956
O -2.737 0.485 1.833
S -3.693 1.774 1.221
O -4.629 2.087 2.363
O -2.642 3.025 1.092
C -1.848 3.176 -0.081
Br -0.362 4.394 0.611
C -2.657 4.254 -1.027
O -2.811 5.450 -0.169
C -4.214 5.750 -0.120
C -5.276 4.895 0.752
O -4.650 6.701 -0.827
H 3.934 -0.059 3.191
H 3.235 -0.799 1.670
H 3.561 -1.851 3.137
H 5.535 -2.363 1.674
H 6.198 -1.005 2.854
H 5.411 0.812 1.005
H 6.970 -0.196 0.725
H 6.165 -1.224 -1.298
H 4.564 -1.648 -0.495
H 5.336 0.778 -2.329
H 4.243 1.187 -0.866
H 2.515 -0.491 -1.542
H 3.685 -1.425 -2.610
H 2.222 -0.202 -4.284
H 3.795 0.727 -4.244
H 2.078 2.478 -4.154
H 2.565 2.399 -2.373
H -0.065 1.746 -3.824
H 0.410 0.352 -2.626
H -0.106 3.464 -2.117
H 0.957 2.458 -0.955
H -1.982 0.492 -2.626
H -2.055 2.376 -2.938
H -5.402 0.367 -2.136
H -3.837 -0.589 -2.108
H -4.330 0.403 -3.679
H -0.834 -0.214 -0.974
H 1.237 0.574 -0.018
H 0.455 -0.710 0.976
H -0.212 2.957 3.430
H 2.800 1.934 1.918
H -3.220 -0.196 -0.080
H -3.034 -2.264 0.895
H -1.360 -2.171 0.139
H -0.535 -1.360 2.722
H -2.299 -1.647 3.187
H -1.498 -4.363 0.043
H -1.334 -6.067 0.737
H -3.125 -6.597 -0.788
H -4.263 -5.790 0.513
H -3.583 -4.802 -0.905
H 0.626 -2.892 0.593
H 1.326 -2.548 2.258
H 2.882 -3.368 0.168
H 3.210 -4.315 1.780
H 2.167 -5.053 0.389
H -3.718 3.915 -1.259
H -2.046 4.578 -1.930
H -5.358 3.883 0.196
H -4.951 4.746 1.830
H -6.308 5.381 0.639
```

Results
Electronic energy = -151809.6388 eV
2S+1 = 1
HOMO-LUMO gap = 0.355 Ha
Molar mass = 729.6 g mol⁻¹

[4]
Here is a cluster of 7 separate species, C26H52BBrNO13 in total in a non-equilibrium geometry from OMol25. Energies are from ωB97M-V/def2-TZVPD.

The geometry in XYZ format:
```
94
Properties=species:S:1:pos:R:3
C 1.962 -0.207 1.210
C 1.251 1.114 0.889
O 0.751 1.716 2.102
C 0.103 0.942 -0.072
O -0.842 0.049 0.503
N -1.552 -0.614 -0.500
C -0.933 -1.770 -1.083
C -0.576 -2.977 -0.182
C 0.803 -3.559 -0.576
O -0.694 -2.714 1.186
C -2.957 -0.596 -0.388
Br -3.646 -0.063 -2.235
B -3.542 0.491 0.653
O -4.408 1.502 0.229
O -3.231 0.441 1.987
C -3.694 -1.954 -0.015
O -3.584 -2.372 1.162
O -4.336 -2.519 -0.921
H 1.785 -0.494 2.240
H 3.034 -0.041 1.113
H 1.631 -0.980 0.529
H 1.975 1.810 0.467
H 1.417 2.330 2.410
H -0.390 1.904 -0.226
H 0.510 0.562 -1.003
H -1.589 -2.115 -1.876
H -0.010 -1.457 -1.583
H -1.282 -3.777 -0.431
H 1.500 -2.794 -0.916
H 0.653 -4.277 -1.380
H 1.227 -4.057 0.291
H -0.674 -3.532 1.680
H -5.254 1.082 0.033
H -3.918 0.003 2.493
C 6.541 2.508 1.102
C 5.703 1.547 1.913
O 4.730 1.011 1.445
C 6.138 1.287 3.337
H 6.116 2.601 0.105
H 6.548 3.491 1.577
H 7.564 2.135 1.020
H 6.128 2.217 3.907
H 7.143 0.862 3.349
H 5.450 0.583 3.799
C 4.602 -4.054 3.091
C 4.484 -3.160 1.876
O 3.418 -2.761 1.488
C 5.769 -2.786 1.170
H 3.611 -4.240 3.497
H 5.056 -5.007 2.812
H 5.212 -3.570 3.855
H 6.273 -3.684 0.808
H 6.428 -2.247 1.854
H 5.537 -2.144 0.323
C -7.563 -1.020 -1.126
C -8.526 -0.278 -0.241
O -8.636 0.928 -0.282
C -9.357 -1.104 0.714
H -7.030 -0.314 -1.759
H -6.833 -1.565 -0.521
H -8.104 -1.724 -1.761
H -8.705 -1.651 1.396
H -9.973 -1.811 0.155
H -10.008 -0.450 1.293
C 3.354 -0.586 -3.317
C 2.817 0.823 -3.272
O 2.442 1.318 -2.236
C 2.775 1.581 -4.575
H 3.328 -1.013 -2.316
H 2.738 -1.199 -3.979
H 4.384 -0.579 -3.679
H 2.137 1.060 -5.291
H 3.784 1.673 -4.975
H 2.369 2.576 -4.401
C 7.785 2.357 -6.094
C 6.816 1.868 -5.044
O 5.982 1.031 -5.294
C 6.933 2.472 -3.665
H 7.589 1.843 -7.032
H 7.661 3.430 -6.245
H 8.809 2.148 -5.783
H 6.773 3.550 -3.714
H 7.922 2.268 -3.251
H 6.180 2.034 -3.013
C -9.652 2.652 2.748
C -10.597 2.036 3.747
O -11.410 1.201 3.427
C -10.485 2.510 5.179
H -9.833 2.226 1.763
H -9.810 3.731 2.702
H -8.619 2.444 3.033
H -10.676 3.583 5.232
H -9.487 2.298 5.564
H -11.218 1.989 5.791
```

Results
Electronic energy = -126632.4270 eV
2S+1 = 1
Charge = -1
HOMO-LUMO gap = 0.213 Ha
Molar mass = 677.4 g mol⁻¹

[5]
Here is a structure of composition C26H52Cl2N3O4Si2Sn in a non-equilibrium geometry from OMol25. Energies are from ωB97M-V/def2-TZVPD.

The geometry in XYZ format:
```
90
Properties=species:S:1:pos:R:3
C -1.101 -1.012 -5.784
C -0.560 -1.791 -4.624
H -1.007 -1.558 -6.727
H -0.573 -0.055 -5.870
H -2.171 -0.801 -5.638
C 0.205 -2.883 -4.810
C 0.738 -3.342 -6.141
H 0.444 -3.576 -4.002
H 1.487 -2.655 -6.570
H -0.008 -3.542 -6.931
H 1.245 -4.299 -5.957
Sn 0.117 1.258 1.873
Cl 1.344 3.427 1.767
C -0.174 -1.990 3.007
O 0.400 -0.872 2.881
N 0.505 -3.078 3.370
C 1.937 -3.006 3.650
C -0.173 -4.366 3.431
H -1.264 -2.111 2.854
H 2.216 -1.979 3.889
H 2.518 -3.355 2.789
H 2.185 -3.668 4.482
H -1.255 -4.194 3.361
H 0.061 -4.888 4.369
H 0.139 -5.009 2.594
H 2.701 2.966 6.249
H 0.083 5.313 5.931
C 2.483 3.232 5.212
C 0.858 5.134 5.173
N 1.112 3.706 5.077
H 2.616 2.352 4.590
C 0.137 2.890 4.671
O 0.351 1.746 4.186
H 0.490 5.538 4.216
H -0.890 3.291 4.749
H 3.164 4.028 4.909
H 1.799 5.631 5.445
H 1.737 0.870 -2.067
H 3.133 -1.957 -2.693
C 2.754 0.630 -1.745
C 3.521 -1.729 -1.689
N 2.743 -0.659 -1.072
H 3.164 1.387 -1.071
C 2.295 -0.730 0.191
O 1.853 0.289 0.785
H 3.464 -2.620 -1.049
H 2.352 -1.729 0.669
H 3.379 0.541 -2.629
H 4.567 -1.412 -1.812
O -0.479 0.028 -3.009
C -0.990 -1.203 -3.259
C 0.410 -2.693 -1.717
C -0.847 -2.233 -2.101
H 1.255 -2.134 -2.108
C 0.574 -3.836 -0.911
H -2.099 -1.070 -3.396
C -1.962 -2.839 -1.519
H 1.578 -4.208 -0.671
C -0.558 -4.474 -0.385
C -1.826 -3.938 -0.649
H -2.958 -2.446 -1.737
H -0.455 -5.331 0.285
H -2.707 -4.359 -0.158
Si -0.406 3.141 -1.977
Cl -0.491 1.259 -0.620
C 1.411 3.558 -2.055
C -1.103 4.408 -0.764
C -1.411 3.110 -3.510
H 2.084 2.759 -1.749
H 1.614 4.400 -1.378
H 1.672 3.854 -3.081
H -0.820 2.734 -4.351
H -1.715 4.146 -3.723
H -2.308 2.492 -3.413
H -0.602 4.397 0.214
H -2.185 4.360 -0.617
H -0.871 5.371 -1.242
C -3.120 0.489 3.411
Si -2.574 1.028 1.715
C -2.842 -0.444 0.574
C -3.337 2.616 1.112
H -2.275 0.158 4.025
H -3.821 -0.347 3.296
H -3.633 1.320 3.909
H -3.785 -0.909 0.884
H -2.918 -0.160 -0.484
H -2.056 -1.203 0.677
H -2.872 3.502 1.569
H -3.291 2.715 0.020
H -4.400 2.621 1.399
```

Results
Electronic energy = -87097.2667 eV
2S+1 = 1
Charge = -1
HOMO-LUMO gap = 0.118 Ha
Molar mass = 716.5 g mol⁻¹